ORCA calculation (ωB97M-V/def2-TZVPD) on C47H48CrNOP3S as an isolated structure.

XYZ file:
```
102
Properties=species:S:1:pos:R:3:forces:R:3
Cr 0.9003 -0.5211 0.9096 0.260 0.088 0.527
C -7.5785 1.1187 0.2042 0.024 -0.040 0.036
S -7.1146 -0.5864 -0.1738 -0.059 0.081 0.021
C -5.6535 -0.2792 -1.1878 0.032 -0.031 -0.025
C -4.3849 -0.0752 -0.3642 0.062 0.038 -0.008
C -3.1635 0.1128 -1.2530 -0.025 0.006 0.463
N -1.8582 0.1151 -0.5215 -0.003 0.193 -0.746
P -0.9145 -1.2833 -0.4255 -0.635 -0.033 0.544
C -1.7492 -2.6092 -1.2924 0.228 -0.105 -0.210
C -2.7463 -3.3723 -0.6802 -0.040 -0.042 -0.106
C -3.3968 -4.3539 -1.4127 0.004 -0.001 -0.023
C -3.0475 -4.5817 -2.7417 -0.031 -0.011 0.047
C -2.0435 -3.8353 -3.3453 0.009 0.012 -0.012
C -1.3908 -2.8477 -2.6213 -0.051 -0.025 -0.019
C -0.9702 -1.8487 1.3423 -0.121 -0.126 -0.234
C -0.0990 -2.9041 1.6761 -0.095 -0.010 -0.049
C -0.0830 -3.4184 2.9625 0.024 0.051 0.100
C -0.9317 -2.8819 3.9263 0.032 -0.039 0.049
C -1.7833 -1.8290 3.6114 -0.017 0.058 0.090
C -1.7972 -1.3063 2.3265 -0.046 0.090 -0.001
P -0.8194 1.4923 -0.2313 -0.224 -0.408 0.706
C -1.4579 2.8281 -1.2629 0.121 -0.129 -0.225
C -2.1784 3.9199 -0.7867 -0.061 0.066 0.010
C -2.6300 4.8885 -1.6767 0.013 -0.014 0.021
C -2.3585 4.7744 -3.0335 0.020 -0.010 0.025
C -1.6173 3.6976 -3.5111 -0.025 0.033 0.000
C -1.1616 2.7339 -2.6284 -0.003 -0.046 0.005
C -1.1772 2.0088 1.4927 -0.167 0.242 -0.001
C -0.0731 2.3426 2.2828 -0.151 0.082 0.047
C -0.2297 2.7405 3.6109 -0.026 -0.039 -0.079
C -1.5014 2.8041 4.1632 -0.081 -0.036 -0.014
C -2.6137 2.4857 3.3845 0.078 0.017 0.117
C -2.4517 2.1008 2.0638 0.083 -0.030 -0.112
H -8.4736 1.0731 0.8235 0.042 0.011 -0.025
H -7.8125 1.6627 -0.7108 0.003 -0.017 0.037
H -6.7973 1.6388 0.7612 -0.052 -0.025 -0.025
H -5.8543 0.5867 -1.8256 0.046 -0.083 -0.029
H -5.5482 -1.1532 -1.8378 0.028 0.074 0.018
H -4.2450 -0.9466 0.2805 0.010 0.012 0.048
H -4.5141 0.7972 0.2798 -0.033 -0.051 0.047
H -3.2445 1.0381 -1.8132 0.084 0.204 -0.058
H -3.1393 -0.6947 -1.9790 0.069 -0.069 -0.144
H -3.0169 -3.2029 0.3558 0.021 -0.008 -0.045
H -4.1761 -4.9457 -0.9461 0.062 0.047 -0.043
H -3.5600 -5.3509 -3.3086 0.041 0.056 0.057
H -1.7695 -4.0227 -4.3769 -0.022 0.017 0.075
H -0.6093 -2.2590 -3.0910 -0.011 -0.016 0.013
H 0.5151 -3.3683 0.9084 0.033 0.021 -0.007
H 0.5785 -4.2398 3.2111 -0.067 0.030 -0.016
H -0.9367 -3.2968 4.9285 0.013 0.046 -0.079
H -2.4464 -1.4195 4.3666 0.068 -0.051 -0.071
H -2.4607 -0.4889 2.0740 -0.008 -0.042 -0.004
H -2.3861 4.0333 0.2709 0.010 -0.041 -0.062
H -3.1954 5.7349 -1.3044 0.045 -0.051 -0.032
H -2.7145 5.5319 -3.7212 0.015 -0.034 0.036
H -1.3905 3.6165 -4.5677 -0.019 0.007 0.068
H -0.5732 1.8984 -2.9996 -0.020 0.052 0.029
H 0.9264 2.3065 1.8614 0.038 0.064 -0.086
H 0.6366 3.0171 4.2021 -0.041 0.001 -0.028
H -1.6302 3.1131 5.1940 -0.001 -0.016 -0.074
H -3.6091 2.5480 3.8104 0.081 0.002 -0.025
H -3.3259 1.8658 1.4684 0.055 0.024 0.038
C 2.5536 -0.3611 3.8055 -0.227 0.022 -0.089
O 1.4122 -0.1659 2.9161 0.393 -0.235 -0.167
H 2.1999 -0.7278 4.7650 -0.077 0.005 0.020
H 3.0949 0.5725 3.9261 0.027 0.094 -0.036
H 3.2050 -1.0927 3.3521 0.023 -0.112 -0.128
H 0.8212 0.4907 3.3012 -0.187 0.178 0.142
C 6.4553 0.4247 2.6838 0.028 -0.022 0.011
C 5.8294 1.5154 2.0963 -0.053 0.023 -0.017
C 4.7969 1.3245 1.1833 0.029 0.001 0.013
C 4.3805 0.0356 0.8545 -0.001 -0.069 0.025
C 5.0041 -1.0587 1.4640 0.013 0.047 -0.010
C 6.0422 -0.8646 2.3662 -0.067 0.009 -0.005
P 2.9855 -0.2564 -0.2972 0.684 0.065 -0.387
C 3.0423 1.1021 -1.5121 -0.017 0.049 0.063
C 2.5254 2.3480 -1.1473 0.034 0.025 -0.053
C 2.6233 3.4384 -1.9993 -0.014 -0.030 0.018
C 3.2302 3.2907 -3.2400 0.007 -0.003 -0.027
C 3.7225 2.0510 -3.6248 -0.022 -0.076 0.022
C 3.6306 0.9584 -2.7679 -0.034 0.051 -0.068
C 3.4603 -1.7679 -1.1883 -0.056 -0.010 -0.022
C 2.4973 -2.7259 -1.5020 0.161 -0.030 -0.062
C 2.8386 -3.8720 -2.2103 -0.034 0.062 0.046
C 4.1497 -4.0643 -2.6142 0.096 -0.021 -0.042
C 5.1196 -3.1140 -2.3086 0.001 0.011 0.006
C 4.7808 -1.9732 -1.5967 0.024 -0.059 -0.023
H 7.2758 0.5774 3.3768 -0.093 -0.016 -0.053
H 6.1540 2.5217 2.3372 -0.023 -0.081 -0.041
H 4.3424 2.1863 0.7099 0.019 -0.014 0.004
H 4.6971 -2.0689 1.2163 0.020 0.016 -0.002
H 6.5327 -1.7206 2.8171 -0.043 0.070 -0.054
H 2.0419 2.4730 -0.1885 -0.011 0.022 0.092
H 2.2253 4.4005 -1.6969 0.026 -0.073 -0.009
H 3.3170 4.1414 -3.9074 -0.019 -0.088 0.056
H 4.1838 1.9280 -4.5982 -0.029 0.006 0.083
H 4.0112 -0.0003 -3.0938 0.023 0.006 0.031
H 1.4711 -2.5724 -1.2059 -0.145 0.007 0.023
H 2.0825 -4.6117 -2.4447 0.016 0.043 0.015
H 4.4209 -4.9560 -3.1691 -0.013 0.086 0.058
H 6.1448 -3.2632 -2.6262 -0.064 0.006 0.026
H 5.5466 -1.2459 -1.3536 -0.014 -0.009 -0.014
```
Forces are in eV/Å.

⟨S²⟩   6.049
Energy above the lowest of the compared OMol25 structures with the same formula, charge and spin   10.5 kcal per mole
Multiplicity   5
Kohn-Sham gap (spin up / spin down)   6.334 / 6.898 eV
E_LUMO (spin up / spin down)   -5.92 / -5.36 eV
Max |F|   0.85 eV/Å
Charge   +2


ORCA calculation (ωB97M-V/def2-TZVPD) on C47H48N3P3S2V as an isolated structure in a non-equilibrium geometry.

XYZ file:
```
104
Properties=species:S:1:pos:R:3:forces:R:3
V -0.3165 0.7270 -0.2143 0.306 0.103 -0.470
S -1.2185 2.1276 1.4277 -0.524 0.249 0.324
C -1.8186 3.5564 0.6706 0.122 0.098 -0.391
C -2.4115 4.5747 1.4074 -0.013 0.166 -0.168
C -2.8701 5.7195 0.7675 0.452 -0.693 -0.722
C -3.4832 6.7496 1.5093 -0.273 0.442 0.392
N -3.9880 7.5764 2.1238 -0.128 0.233 0.191
C -2.7249 5.8479 -0.6335 0.288 -0.837 0.586
C -2.1374 4.8238 -1.3696 -0.087 0.218 0.268
C -1.6886 3.6795 -0.7264 -0.077 -0.024 0.493
S -0.9719 2.3860 -1.6189 -0.256 0.779 -1.001
C -3.1720 7.0107 -1.2916 -0.251 0.571 -0.383
N -3.5319 7.9457 -1.8515 -0.074 0.231 -0.130
H -2.5012 4.4699 2.4787 -0.062 0.058 0.064
H -2.0216 4.9213 -2.4394 -0.023 0.020 -0.046
C 1.0704 -2.5107 0.4417 0.013 -0.267 -0.181
N 0.8523 -1.5436 1.5249 0.135 0.039 -0.141
P 1.9659 -0.2285 1.1147 0.078 -0.094 1.392
C 3.4517 -0.9666 1.9188 0.248 0.005 -0.536
C 3.4019 -2.0839 2.7446 -0.174 0.016 -0.136
C 4.5471 -2.5351 3.3751 0.160 0.013 0.085
C 5.7486 -1.8695 3.1978 0.022 -0.042 0.030
C 5.8042 -0.7489 2.3854 0.083 0.065 0.010
C 4.6631 -0.3052 1.7415 -0.091 -0.026 -0.102
C 1.7442 1.0787 2.3719 0.169 0.099 -0.390
C 1.7617 2.3763 1.8613 0.261 -0.171 -0.147
C 1.6590 3.4643 2.7068 0.033 0.155 0.033
C 1.4830 3.2573 4.0648 0.070 0.151 -0.165
C 1.5009 1.9716 4.5828 -0.049 -0.172 0.114
C 1.6683 0.8820 3.7460 0.002 0.017 0.027
P -0.7426 -0.8725 1.5200 -0.184 -1.495 1.356
C -0.9702 -0.7039 3.3351 -0.154 0.397 -0.041
C -0.3411 -1.6004 4.1966 -0.049 0.019 -0.102
C -0.5162 -1.4874 5.5622 0.019 -0.089 0.035
C -1.3293 -0.4928 6.0799 0.004 0.136 0.092
C -2.0111 0.3537 5.2249 -0.053 -0.035 0.121
C -1.8509 0.2341 3.8555 -0.075 -0.007 -0.026
C -1.9513 -2.2487 1.4436 -0.066 0.205 -0.350
C -1.7448 -3.5806 1.7764 0.107 0.104 -0.028
C -2.8012 -4.4732 1.7316 -0.029 -0.082 0.046
C -4.0719 -4.0409 1.3926 -0.085 0.023 -0.020
C -4.2939 -2.7041 1.0986 -0.080 -0.039 0.062
C -3.2382 -1.8136 1.1224 0.218 0.095 -0.061
H 2.1488 -2.6420 0.3068 -0.107 -0.142 -0.066
H 0.6395 -2.1570 -0.5044 0.130 -0.169 0.120
H 0.6290 -3.4732 0.6875 0.063 -0.050 -0.040
H 2.4661 -2.5985 2.8979 -0.097 -0.033 -0.027
H 4.5056 -3.4070 4.0124 -0.039 -0.054 0.034
H 6.6407 -2.2263 3.6901 0.082 -0.013 0.052
H 6.7392 -0.2221 2.2587 0.042 0.034 -0.051
H 4.7001 0.5660 1.0996 0.078 0.078 -0.018
H 1.8493 2.5202 0.7844 -0.049 0.080 0.187
H 1.6766 4.4652 2.2985 -0.036 0.043 0.012
H 1.3428 4.1056 4.7186 0.020 0.042 0.088
H 1.3831 1.8190 5.6458 0.022 -0.039 0.080
H 1.7279 -0.1163 4.1568 -0.012 0.031 0.015
H 0.2927 -2.3794 3.7999 0.118 0.013 -0.043
H -0.0154 -2.1721 6.2303 0.073 -0.085 0.037
H -1.4278 -0.3775 7.1485 -0.059 -0.031 0.122
H -2.6675 1.1132 5.6230 -0.066 0.059 0.023
H -2.3955 0.8890 3.1924 0.031 0.001 0.076
H -0.7713 -3.9291 2.0873 0.077 -0.021 0.026
H -2.6334 -5.5107 1.9780 0.018 -0.104 0.031
H -4.8930 -4.7417 1.3744 -0.065 -0.066 -0.025
H -5.2875 -2.3577 0.8559 -0.075 0.028 -0.029
H -3.3946 -0.7621 0.8953 -0.074 -0.048 -0.066
C 1.4762 -3.1655 -3.0565 -0.116 0.171 0.010
C 1.4996 -1.7013 -3.4951 0.068 0.017 0.427
C 2.8196 -1.0820 -3.0212 -0.019 0.059 0.098
C 1.4794 -1.6633 -5.0262 -0.111 0.097 0.121
P 0.1233 -0.6494 -2.6413 -0.393 -0.167 -1.019
C 0.3214 0.8049 -3.7501 0.107 -0.032 0.219
C -0.3789 1.0995 -4.9143 0.003 -0.025 0.148
C -0.0525 2.2166 -5.6631 -0.088 0.000 -0.111
C 0.9746 3.0543 -5.2704 0.022 0.069 0.062
C 1.6715 2.7808 -4.1058 0.170 0.015 -0.071
C 1.3427 1.6717 -3.3522 -0.014 -0.175 -0.045
C -1.5561 -1.4674 -3.0204 0.196 0.098 0.080
C -1.8001 -2.5427 -1.9568 0.211 0.162 0.029
C -1.7288 -2.0952 -4.4038 0.106 0.104 0.118
C -2.6060 -0.3801 -2.7812 0.143 0.046 0.066
H 2.2876 -3.6882 -3.5608 0.100 -0.077 -0.042
H 0.5481 -3.6548 -3.3292 -0.124 -0.135 -0.032
H 1.6277 -3.2720 -1.9887 0.018 -0.081 0.174
H 3.6478 -1.7555 -3.2380 0.060 -0.128 -0.055
H 2.8073 -0.8904 -1.9442 0.092 -0.008 -0.008
H 3.0130 -0.1460 -3.5392 0.075 0.043 0.039
H 2.4128 -2.0912 -5.3902 0.149 -0.071 0.013
H 1.4076 -0.6506 -5.4151 0.033 -0.012 -0.035
H 0.6729 -2.2587 -5.4393 -0.103 -0.021 -0.076
H -1.1976 0.4831 -5.2479 -0.016 -0.062 -0.007
H -0.6046 2.4252 -6.5662 -0.087 0.057 -0.097
H 1.2177 3.9264 -5.8577 0.037 0.081 -0.067
H 2.4689 3.4348 -3.7846 0.035 0.068 0.057
H 1.8646 1.4780 -2.4186 -0.030 0.094 -0.103
H -1.1880 -3.4297 -2.0951 0.113 -0.098 0.001
H -2.8455 -2.8495 -1.9859 -0.110 -0.036 -0.004
H -1.6042 -2.1341 -0.9643 -0.077 -0.138 -0.099
H -1.1211 -2.9910 -4.5037 0.018 -0.073 -0.067
H -1.4744 -1.4198 -5.2143 -0.024 -0.027 -0.077
H -2.7714 -2.3881 -4.5245 -0.117 -0.050 -0.005
H -2.5654 -0.0463 -1.7369 -0.111 0.057 -0.220
H -3.6027 -0.7763 -2.9710 -0.100 -0.133 -0.030
H -2.4458 0.4842 -3.4204 -0.119 0.128 0.089
```
Forces are in eV/Å.

⟨S²⟩   3.777
Energy above the lowest of the compared OMol25 structures with the same formula, charge and spin   21.8 kcal per mole
Multiplicity   4
Kohn-Sham gap (spin up / spin down)   7.123 / 7.223 eV
E_LUMO (spin up / spin down)   -0.14 / -0.19 eV
Max |F|   2.03 eV/Å
Charge   0